Record 1
{"formula": "C2H3N5O", "method": "ωB97M-V/def2-TZVPD", "charge": 0, "smiles": "N=C=NC(N)=O.N#N", "homo_ev": -10.202, "total_energy_ha": -427.0576, "e_above_lowest_ev": 0.0000, "elements": ["O", "N", "N", "N", "H", "C", "H", "C", "H", "N", "N"], "coordinates": [[0.6753, -0.9708, 0.8960], [0.6395, 0.9693, -0.4361], [-1.8950, -0.9599, -0.5244], [2.4986, -0.3981, -0.3392], [3.1200, -1.0949, 0.1406], [1.2120, -0.2095, 0.1245], [-2.3087, 2.1154, 0.1910], [-0.4136, 1.4716, -0.0236], [3.0172, 0.2617, -0.8964], [-1.2764, 2.2733, 0.3197], [-1.9699, -2.0401, -0.0498]], "atomic_forces_ev_per_a": [[0.004, 0.397, -0.208], [-0.735, -0.432, 0.354], [-0.850, -10.012, 4.328], [0.957, -1.105, 0.852], [-1.478, 0.985, -0.653], [1.119, 0.025, -0.018], [1.749, 0.104, 0.066], [-0.203, 1.382, -0.028], [-0.593, 0.259, 0.039], [-0.600, -1.498, -0.333], [0.631, 9.895, -4.399]], "mulliken_charge": [-0.553, -0.430, 0.067, -0.391, 0.252, 0.544, 0.294, 0.622, 0.220, -0.536, -0.088]}

***

Record 2
{"formula": "C23H64N12O12Zn", "method": "ωB97M-V/def2-TZVPD", "charge": 0, "homo_ev": -8.429, "total_energy_ha": -4253.6682, "e_above_lowest_ev": 10.9762, "elements": ["H", "H", "Zn", "O", "O", "C", "N", "H", "H", "C", "N", "H", "H", "C", "H", "H", "C", "H", "C", "O", "O", "O", "C", "H", "H", "N", "H", "C", "O", "H", "H", "H", "H", "H", "C", "H", "N", "H", "O", "H", "H", "H", "H", "N", "N", "H", "H", "H", "H", "H", "O", "H", "N", "H", "H", "H", "C", "H", "H", "C", "C", "H", "H", "H", "H", "H", "O", "N", "C", "H", "H", "H", "C", "C", "H", "H", "H", "H", "H", "H", "H", "C", "N", "H", "C", "O", "H", "C", "H", "H", "H", "N", "C", "N", "C", "H", "C", "H", "H", "H", "C", "H", "C", "C", "H", "H", "H", "H", "H", "N", "O", "O"], "coordinates": [[2.4806, 7.1137, -8.0359], [1.9794, 6.7256, -9.5903], [-1.2428, -3.1905, 1.9855], [-0.3317, 1.5169, 2.6185], [8.5901, -6.8661, -0.8843], [3.9641, 2.6665, 8.6959], [-1.9429, -5.2593, -6.0328], [0.6516, -6.5370, -7.1166], [-6.0022, 4.9612, 0.3298], [4.5248, 1.7260, 7.6599], [8.3655, 2.0780, -0.1933], [-5.9022, 0.2296, -3.2530], [8.5633, 3.0667, -0.2515], [1.7303, 6.5135, -8.5506], [5.8339, -5.8815, -0.0201], [-1.4882, -4.8777, -5.2157], [-5.1275, 2.2859, -3.2029], [2.3803, 2.7026, -9.1185], [7.4626, -6.3855, -0.9626], [7.0056, 2.2225, -1.9046], [-5.3939, 3.7159, -1.2984], [3.5646, 0.6947, 7.5037], [-6.0829, 3.9445, -0.0550], [7.4918, -5.9197, -2.8671], [-5.8738, -7.6704, 1.9857], [1.7785, 2.7368, -7.0461], [0.5042, -5.1920, -6.0791], [-5.6881, 2.4345, -1.8055], [-1.7330, -6.6720, -7.7040], [1.5096, 2.2859, 9.6583], [-1.8564, 4.8193, 8.1402], [-2.3463, 3.3326, 7.4440], [8.7396, 1.5289, 0.5674], [4.1237, -0.0571, 5.6850], [-5.9981, -4.7207, 1.9020], [5.5279, 1.4787, 8.0074], [6.8866, -6.1698, -2.0981], [-5.6173, 3.3416, 0.7247], [-0.4834, 3.2521, 8.3209], [6.3462, -0.0520, -1.0017], [-5.2541, 3.2136, -3.7610], [-6.1927, -3.4124, 4.0389], [-5.1061, -2.0917, 3.6915], [-3.8690, -5.9973, 1.7114], [6.7423, -6.3168, 0.0537], [0.2803, 4.5748, 2.7634], [-5.1267, 0.7743, -4.6947], [7.6222, -0.0466, 0.0941], [-0.3785, 3.5856, 4.0431], [3.4031, -1.2705, 6.6913], [1.7000, -3.1259, -0.3293], [-3.5988, 0.9842, -2.9045], [0.0413, -5.8673, -6.6705], [0.8261, 2.7062, -6.7113], [0.7807, 6.9107, -8.1918], [5.9174, -5.8961, -2.1752], [0.9853, 4.2434, -8.6031], [-3.4598, -6.6775, 1.0869], [2.2458, 2.5624, 7.6627], [1.5488, 2.7943, -8.4198], [0.5440, 1.6665, -8.8494], [-6.7974, -4.2981, 1.2932], [-3.2330, 2.4500, -2.4099], [0.9631, 3.8168, 1.0325], [-5.5424, -7.7285, 0.2244], [-5.4050, 1.6673, -1.0848], [-5.1353, -3.6867, 2.3756], [0.6656, 2.8637, 1.1847], [3.9980, -0.3578, 6.7251], [7.1051, -6.6694, 0.9278], [-6.7945, 1.4390, -4.2493], [4.6643, 3.4500, 8.9856], [1.3690, -2.8845, -1.5347], [0.5083, 4.0469, 8.9490], [1.0390, 2.0563, 0.7065], [2.3668, 3.6856, 10.2524], [0.9630, 0.6636, -8.7672], [-0.4387, 1.5018, -8.4074], [5.0077, -0.6793, 6.9806], [0.6109, 4.3691, -9.6190], [-6.7611, 2.4418, -1.9969], [0.0393, 2.6380, 2.2888], [-3.7182, 1.9575, -3.1462], [-2.9261, -5.4693, -6.1292], [-1.2047, -5.9335, -6.8782], [2.0800, -2.7162, -2.4965], [-7.1530, 3.7399, -0.0234], [-5.8171, 1.0925, -3.9135], [-6.4201, -5.1849, 2.7934], [-7.0026, -7.0026, 0.8271], [2.0546, 1.8009, -6.7855], [7.1930, 0.4080, -0.6992], [-5.2719, -5.7973, 1.1029], [-0.0493, 3.6787, 3.0928], [1.7993, 3.3052, 9.4031], [0.7090, 4.9684, 8.4024], [7.4656, 1.6498, -0.9581], [0.1605, 4.3512, -7.8987], [4.6508, 2.2295, 6.7014], [-6.6054, -2.3634, 2.7436], [-5.7503, -2.8373, 3.2255], [-5.1626, -5.4494, 0.0757], [-1.7897, 3.7414, 8.2873], [-5.9415, -7.1286, 1.0423], [0.0371, 4.4057, 9.8640], [-2.2452, 3.4547, 9.2352], [0.3807, 1.9057, -9.9002], [3.9615, 2.0457, 9.5918], [-3.9702, -6.5681, 2.5384], [2.6983, 3.2271, 8.2739], [0.1539, -2.6658, -1.5203], [1.9452, 5.1321, -8.1761]], "atomic_forces_ev_per_a": [[0.139, -0.312, 0.394], [-0.711, -0.359, -0.369], [0.050, -0.051, -0.068], [-0.357, -0.372, 0.096], [1.283, 0.446, -0.250], [0.497, -0.287, -0.190], [-1.781, 1.984, 1.669], [-0.272, 0.276, -0.147], [0.429, 0.249, -0.736], [-0.239, 1.060, -0.339], [5.102, 3.924, 4.246], [-0.237, 0.102, 0.258], [0.332, -0.292, 0.133], [0.996, -0.547, 0.793], [0.151, -0.206, 0.627], [-0.844, -0.006, 0.022], [0.677, -1.591, 0.735], [0.559, -0.052, 0.565], [5.159, -3.020, -1.581], [-1.309, 1.880, -1.605], [-0.453, 0.868, 1.143], [-0.063, -0.097, 1.059], [0.760, -0.130, 0.403], [-0.214, -0.274, 0.061], [0.085, -0.035, 0.007], [0.824, -0.928, 2.330], [-0.338, -0.146, -0.095], [-1.500, 1.188, -0.819], [0.118, -0.206, -0.705], [-0.280, -0.199, 0.467], [0.232, 0.293, 0.242], [0.222, -0.465, 0.107], [-0.094, 0.516, -0.185], [-0.249, 0.250, -0.401], [0.405, 0.025, 0.675], [0.024, -0.993, -0.047], [-1.784, 1.653, -4.655], [0.001, -0.348, 0.098], [1.617, -0.993, -1.177], [0.272, 0.445, -0.367], [-0.174, 0.011, 0.057], [-0.148, -0.071, 0.547], [0.326, -0.112, -0.494], [-1.051, 0.248, -1.266], [-4.663, 1.095, 6.009], [-0.160, -0.127, 0.538], [-0.475, 0.156, -0.457], [-0.225, 0.068, -0.177], [-0.023, -0.063, -0.433], [-0.624, 0.474, 0.627], [-0.223, -0.354, -0.073], [-0.074, -0.252, -0.087], [6.974, 0.096, 0.461], [-0.255, 0.526, 0.800], [-0.358, -0.246, -0.436], [0.304, 0.089, 0.008], [-0.677, -1.520, 0.078], [0.508, -0.025, -0.383], [0.227, -0.110, -0.447], [-2.375, 0.364, -1.708], [0.412, 0.607, -1.384], [-0.261, 0.096, 0.008], [-0.019, 0.427, 0.020], [0.442, -0.613, -0.645], [0.163, -0.084, 0.173], [0.119, -0.362, -0.209], [1.523, -1.448, -2.055], [1.675, 1.010, -3.598], [1.441, -0.652, -1.459], [-0.251, 0.233, -0.218], [0.033, -0.509, -0.320], [0.195, 0.260, -0.473], [0.930, 0.981, 0.541], [-0.652, 0.775, 2.165], [-0.095, 0.523, -0.210], [-0.629, 0.698, 0.061], [0.621, 0.124, -0.178], [-0.051, 1.013, 0.565], [0.222, -0.098, 0.509], [0.153, 0.384, -0.282], [-0.579, -0.478, 0.574], [-0.984, -3.089, 2.639], [1.108, 0.016, -0.295], [0.169, 0.432, 0.536], [-4.017, -2.408, -1.727], [0.971, -0.493, -0.674], [-0.133, -0.350, -0.703], [0.533, 1.001, 0.343], [-0.421, -0.188, 0.176], [-0.249, -0.096, -0.054], [0.699, -0.279, 0.062], [-1.784, -5.611, 1.293], [2.353, 0.511, 0.932], [-0.500, 2.688, 1.612], [-1.217, -0.233, -1.408], [0.364, -0.172, -0.508], [-2.294, -0.937, -3.331], [-0.731, -0.198, -0.135], [0.028, 0.140, -0.287], [-0.129, 0.560, -0.109], [-1.787, 0.538, 1.338], [0.422, 0.213, 0.043], [-0.065, 0.333, 0.394], [-1.301, -0.219, -0.120], [-0.075, 0.202, 0.495], [-0.543, 0.227, 0.011], [-0.323, -0.610, -0.345], [-0.797, -0.221, 0.428], [-0.309, 0.165, 0.578], [0.350, -0.179, 0.150], [-1.841, -0.160, 0.266], [1.069, 2.035, -0.744]], "mulliken_charge": [0.276, 0.295, 0.245, -0.690, -0.693, -0.649, -0.417, 0.216, 0.287, -0.748, -0.358, 0.317, 0.225, -0.778, 0.155, 0.178, 0.416, 0.319, 0.646, -0.645, -0.336, -0.275, -0.757, 0.232, 0.389, -0.648, 0.171, -0.626, -0.679, 0.330, 0.336, 0.248, 0.166, 0.328, -0.883, 0.474, -0.386, 0.311, -0.303, 0.211, 0.281, 0.317, 0.253, -0.607, -0.350, 0.142, 0.437, 0.155, 0.192, 0.258, -0.328, 0.234, -0.363, 0.266, 0.309, 0.170, -0.651, 0.261, 0.318, 0.284, -1.396, 0.367, 0.254, 0.161, 0.410, 0.316, -0.216, -0.382, -0.820, 0.227, 0.401, 0.417, 0.817, -0.725, 0.230, 0.484, 0.392, 0.355, 0.316, 0.393, 0.337, 0.705, -0.710, 0.228, 0.666, -0.444, 0.305, -1.468, 0.366, 0.338, 0.275, -0.374, 0.423, -0.361, -0.621, 0.352, 0.620, 0.277, 0.358, 0.301, -0.777, 0.267, -0.791, -1.444, 0.449, 0.313, 0.333, 0.365, 0.234, -0.416, -0.288, -0.302]}

***

Record 3
{"formula": "C2H9NO", "method": "ωB97M-V/def2-TZVPD", "charge": 0, "smiles": "COC.N", "homo_ev": -9.638, "total_energy_ha": -211.5445, "e_above_lowest_ev": 1.1028, "elements": ["N", "C", "H", "H", "H", "H", "O", "H", "C", "H", "H", "H", "H"], "coordinates": [[-0.6363, 2.1507, 2.8914], [-0.9665, -1.1524, -1.1926], [2.0470, -0.3725, -0.3156], [-1.4695, -1.4963, -0.2860], [1.5040, 0.1227, -1.9617], [-1.3033, -1.7058, -2.0583], [0.4625, -1.3435, -1.0942], [-0.6124, 1.1547, 2.9971], [1.1992, -0.1112, -0.9445], [-1.1027, -0.0800, -1.2812], [0.5394, 0.6945, -0.6104], [-1.0222, 2.4394, 2.0125], [0.3295, 2.4617, 2.9902]], "atomic_forces_ev_per_a": [[0.633, 0.413, 0.829], [1.520, 0.137, 0.338], [-0.007, 0.591, 0.128], [0.031, -0.109, -0.030], [0.545, 0.486, 0.004], [-0.328, 0.048, -0.185], [-0.704, 0.215, 0.585], [-0.263, -0.419, -0.251], [-0.772, -1.396, -1.005], [-0.717, 0.080, -0.340], [0.431, -0.046, 0.517], [0.044, -0.115, -0.341], [-0.414, 0.115, -0.248]], "mulliken_charge": [-0.661, -0.541, 0.196, 0.198, 0.245, 0.219, -0.366, 0.227, -0.479, 0.293, 0.235, 0.215, 0.220]}